Entry 1:
# C14H17N3O4

C14H17N3O4 in the gas phase at a distorted geometry (ωB97M-V with the def2-TZVPD basis set, the Open Molecules 2025 dataset).

XYZ file:
```
38
Properties=species:S:1:pos:R:3:forces:R:3:lowdin_charge:R:1
N 2.059015 0.298087 2.114380 -0.7 0.6 1.9 0.07
H 3.359247 -0.806229 -2.770244 -0.3 0.4 0.3 0.11
C -1.676733 -2.220816 1.340759 2.7 -0.6 -0.8 -0.22
H -0.378779 3.222498 0.643525 0.0 -0.1 -0.3 0.13
C -1.214356 1.736488 -0.754956 0.4 0.3 0.4 -0.35
C 2.119271 0.389812 -1.444886 -0.5 -0.1 0.4 -0.03
C 3.055042 -0.575835 -1.741058 0.3 -0.4 -1.1 -0.11
O -0.685534 -1.922599 -1.822904 2.2 0.2 -1.3 0.16
C 0.926340 1.476884 0.588815 -1.5 0.9 0.7 -0.18
N -1.840796 2.621963 -1.720213 -0.3 0.7 0.8 0.06
H -2.646264 2.174876 -2.155320 0.2 -0.1 0.0 0.09
C -1.716659 -1.722799 -1.069551 -2.1 0.3 0.7 -0.52
C -0.041997 2.478541 -0.091070 1.0 -1.1 0.6 -0.07
C 1.753803 0.517826 -0.067154 1.3 1.2 -1.6 -0.18
O -3.011989 -2.509083 1.467421 -1.1 -0.1 -0.3 -0.03
H -1.064616 -3.133914 1.054733 -0.6 0.8 0.2 0.15
H 4.001017 -1.747384 1.344348 -0.3 0.3 -0.2 0.11
C 2.525505 -0.136443 0.905031 -0.4 -1.1 0.5 -0.22
C 3.687419 -1.348431 -0.759007 -0.5 -0.1 1.6 -0.10
H -0.764511 0.873267 -1.178829 0.2 -0.7 -1.1 0.10
H 4.318686 -2.175493 -1.000098 0.5 -0.2 -0.5 0.09
H -3.195264 -0.332961 0.971570 -0.5 -0.1 0.5 0.14
H 0.503280 1.773834 2.728393 0.5 -0.3 0.2 0.13
C -2.260072 1.286934 0.237609 -0.9 -0.1 1.0 -0.39
H 0.077952 -1.370257 -1.524889 -0.4 -0.7 -0.2 0.12
C 3.460887 -1.153056 0.601649 -0.2 0.6 -0.8 0.00
N -2.294050 -0.045917 0.652451 -0.4 2.2 -0.6 0.13
H -3.391523 -2.653515 0.574601 0.3 0.0 0.4 0.10
O -2.837758 -2.065873 -1.404411 0.9 0.1 0.5 0.11
H -0.376291 -0.617089 0.269471 -0.9 -1.3 0.4 0.14
H 0.501769 2.971737 -0.905280 -0.2 0.1 0.2 0.12
H 1.679411 1.034462 -2.233039 0.2 -0.6 0.6 0.13
C -1.404439 -1.098420 0.279092 0.3 0.5 0.5 -0.22
O -3.083903 2.120623 0.626640 0.7 -1.3 -0.1 0.05
H -2.275696 3.278920 -1.039253 0.1 0.0 -1.1 0.09
C 1.068633 1.280018 1.946955 0.7 -0.5 -1.7 -0.02
H -1.265979 -1.875057 2.289126 -0.3 0.0 0.1 0.13
H 2.329942 -0.025608 3.045578 0.0 0.1 -0.9 0.16
```
Positions in Å, forces in eV/Å.

Calculated values
**HOMO**: -0.316 Ha
**Kohn-Sham gap**: 0.332 Eh
**Net charge**: 0
**E**: -27454.5655 eV
**Strongest force on any atom**: 0.056 hartree/bohr
**SMILES**: N[C@@H](Cc1c[nH]c2ccccc12)C(=O)N[C@@H](CO)C(=O)O
**ΔE to the lowest compared entry with this formula, charge and spin**: 169.0 kJ/mol



Entry 2:
# C14H17N3PbSe

A molecular structure, C14H17N3PbSe at a distorted geometry (ωB97M-V with the def2-TZVPD basis set, the Open Molecules 2025 dataset).

XYZ file:
```
36
Properties=species:S:1:pos:R:3:forces:R:3:lowdin_charge:R:1
C -5.543210 0.299935 0.343398 -0.2 0.1 -0.1 -0.17
H 4.275952 2.037890 -3.595869 -0.1 0.0 0.1 0.14
H -1.325551 2.067817 -0.829318 -0.4 0.5 -0.2 0.02
N 0.021251 -0.007041 2.163108 0.4 -0.1 -4.4 -0.13
N 1.291501 -1.749750 -0.383799 -0.2 0.8 -0.5 -0.05
H 3.729210 -4.533269 -1.274064 -0.1 0.1 0.1 0.14
C 1.065584 -2.970932 0.130850 0.5 0.6 -0.5 -0.07
C 1.936144 -3.990734 -0.176966 0.5 -0.5 -0.1 0.02
H 1.756888 -4.973219 0.238548 0.1 0.0 0.0 0.14
N 1.512564 0.831908 -1.293083 -0.1 -1.4 0.6 -0.04
H -6.436314 1.678588 -1.086515 0.1 0.0 0.1 0.07
H -1.917240 1.693091 0.840133 -0.1 0.0 0.0 0.04
H 4.200705 -0.336763 -2.841324 0.1 0.3 -0.2 0.13
C -1.063906 1.850641 0.189834 -1.5 0.4 -0.3 -0.15
H -6.318344 0.312136 1.114148 0.1 0.0 -0.1 0.07
H -4.675579 1.661687 -1.116433 0.1 0.0 -0.1 0.04
H -5.528335 2.472289 0.195556 0.0 0.0 0.0 0.06
H -4.586010 0.140388 0.839879 0.1 0.0 0.1 0.04
Pb -0.146339 -0.077333 -0.019881 0.6 -0.6 1.8 1.59
C 3.480008 1.700042 -2.939438 -0.4 -0.1 0.3 0.04
C 2.484960 2.572547 -2.501378 0.4 0.5 -0.4 0.02
H 2.467944 3.613298 -2.796905 0.1 0.0 -0.1 0.14
Se 0.000707 -0.000808 5.009122 0.0 0.1 1.3 0.89
H 0.689040 2.729865 -1.291314 0.1 0.1 -0.1 0.11
C -5.543344 1.599476 -0.460188 -0.2 0.0 0.1 -0.17
C 3.030827 -3.744094 -1.017452 -0.6 0.3 0.3 0.05
H -0.313443 2.491303 0.619859 0.4 0.0 0.2 0.05
H 4.052709 -2.234690 -2.179916 -0.1 -0.3 0.2 0.13
H -5.734420 -0.561879 -0.298288 0.0 0.0 0.0 0.06
C 0.000558 -0.000810 3.328395 0.0 -0.3 1.9 -0.97
C 3.445094 0.368963 -2.521569 0.4 -0.4 -0.2 0.05
C 1.489718 2.113474 -1.668036 0.9 -1.0 -0.2 -0.08
C 3.215768 -2.459968 -1.526397 0.4 0.2 -0.3 0.05
C 2.340432 -1.434215 -1.214559 -1.1 -2.5 1.5 -0.18
C 2.446168 -0.089487 -1.685533 -0.2 3.5 -0.8 -0.20
H 0.198604 -3.070447 0.769996 0.1 -0.2 0.0 0.13
```
Positions in Å, forces in eV/Å.

Calculated values
**HOMO (spin up / spin down)**: -0.524 / -0.525 Ha
**Kohn-Sham gap (spin up / spin down)**: 0.159 / 0.160 Eh
**Net charge**: +2
**E**: -89838.9126 eV
**Strongest force on any atom**: 0.086 hartree/bohr
**ΔE to the lowest compared entry with this formula, charge and spin**: 0.0 kJ/mol



Entry 3:
# C14H17NO6

C14H17NO6 in the gas phase (ωB97M-V with the def2-TZVPD basis set, the Open Molecules 2025 dataset).

XYZ file:
```
38
Properties=species:S:1:pos:R:3:forces:R:3:lowdin_charge:R:1
H 3.497034 1.115187 2.186583 -0.1 -0.1 0.0 0.14
H 2.365392 -1.076274 -3.814481 0.0 0.0 0.1 0.10
H 2.050392 2.415571 0.136902 -0.1 0.1 0.0 0.08
N 1.026809 -0.290868 0.577781 0.5 -0.3 -0.3 0.15
C -0.631349 -1.059036 -1.020111 -0.3 0.1 0.2 -0.04
C 0.321157 -1.559088 -2.042147 0.1 -0.3 -0.4 -0.43
H -2.202159 -1.725185 -2.284917 0.0 0.0 0.0 0.12
H 3.380035 -0.656894 2.179462 -0.1 0.1 0.0 0.14
H 2.049279 1.526805 -1.392781 -0.1 0.0 -0.1 0.07
H -6.622998 1.124722 1.474864 0.0 -0.1 0.0 0.09
C 3.904346 1.378646 -0.293447 0.0 0.3 -0.2 -0.25
C -0.297522 -0.449355 0.207086 -0.4 0.0 -0.1 -0.12
O -4.939568 -0.007721 1.202621 0.1 -0.2 -0.3 -0.04
C 2.652788 2.136425 -0.724903 0.2 -0.3 0.1 -0.06
O 1.584998 -1.107742 -1.898401 -0.2 0.2 0.3 -0.08
H -4.023635 -0.978706 -0.775051 -0.1 0.0 0.0 0.12
H -5.664133 0.817018 2.952733 -0.1 -0.1 -0.1 0.09
C -2.990276 -0.832462 -0.507740 0.0 0.1 0.2 0.00
H -1.097472 0.435906 1.991711 0.0 0.0 0.0 0.11
C -3.702773 0.254173 1.650338 0.0 0.2 0.4 -0.44
C 3.093536 0.253886 1.640843 0.1 0.0 0.2 -0.11
C -1.978740 -1.244647 -1.344219 0.2 0.0 0.0 0.00
O -3.468549 0.802936 2.696451 0.1 -0.1 -0.1 0.12
H -6.639686 -0.495140 2.223782 0.0 0.1 0.0 0.09
C 1.560505 0.329828 1.664212 0.4 0.0 -0.1 -0.45
H 2.451184 -2.643123 -2.983119 0.1 0.1 0.0 0.10
H 4.513840 2.015196 0.363969 0.0 -0.1 -0.1 0.12
C -1.329902 -0.035920 1.049671 -0.2 0.1 0.2 0.08
H 2.946811 3.043082 -1.246932 0.0 0.1 0.0 0.08
O 0.005885 -2.293403 -2.944900 0.1 0.1 0.1 0.12
O 3.650549 0.144240 0.351730 -0.1 -0.3 0.1 -0.16
O 0.959973 0.856068 2.571066 -0.1 0.1 0.2 0.09
H 4.501542 1.111803 -1.169315 0.0 0.1 0.1 0.12
H 1.719526 -0.616705 -0.093246 -0.2 0.2 0.2 0.12
C 2.535296 -1.563029 -2.852277 0.2 -0.3 -0.3 -0.03
C -2.659546 -0.217900 0.699311 0.3 -0.2 -0.4 -0.10
C -6.032798 0.387004 2.019559 -0.2 0.2 0.4 -0.04
H 3.510230 -1.295297 -2.452688 0.0 0.0 0.0 0.09
```
Positions in Å, forces in eV/Å.

Calculated values
**HOMO**: -0.325 Ha
**Kohn-Sham gap**: 0.319 Eh
**Net charge**: 0
**E**: -28569.6008 eV
**Strongest force on any atom**: 0.012 hartree/bohr
**SMILES**: CCOCC(=O)Nc1cc(C(=O)OC)ccc1C(=O)OC
**ΔE to the lowest compared entry with this formula, charge and spin**: 13.8 kJ/mol



Question: What is the formula in the first record?
Answer: C14H17N3O4